# 1
Computed, not measured: an isolated ion of composition C9H12NSe and charge +1 in a non-equilibrium geometry, with the ωB97M-V functional and the def2-TZVPD basis.

Element x y z (Å)
C 1.039 3.511 -0.340
C 0.229 2.901 0.643
C 1.366 2.816 -1.458
C -0.191 1.565 0.487
C 0.742 1.642 -1.787
C 0.001 1.004 -0.802
C -1.829 -3.849 0.234
C -0.821 -2.994 0.192
C -0.687 -1.507 0.320
N 0.584 -1.284 1.091
Se -0.685 -0.745 -1.566
H 1.477 4.556 -0.166
H -0.070 3.344 1.499
H 1.991 3.440 -2.048
H -0.825 0.974 1.192
H 0.951 1.298 -2.747
H -1.753 -4.935 0.146
H -2.774 -3.494 0.466
H 0.144 -3.544 -0.114
H -1.502 -1.190 1.021
H 1.100 -2.142 1.076
H 0.460 -0.870 1.976
H 1.053 -0.496 0.686

## Properties
orbital gap	9.0	eV
multiplicity	1
SMILES	C=C[C@@H]([NH3+])[Se]c1ccccc1
LUMO energy	-3.28	eV
relative energy (zero: lowest compared OMol25 entry of this formula, charge and spin)	16.4	kcal/mol
total charge	+1

Atomic partial charges in e from the Löwdin method, atoms 1 to 5:
1. C -0.061
2. C -0.039
3. C -0.087
4. C -0.102
5. C -0.139

---

# 2
Computed, not measured: C6H16N2 as an isolated structure in a non-equilibrium geometry, with the ωB97M-V functional and the def2-TZVPD basis.

Element x y z (Å)
C -1.667 -0.756 -1.413
N -0.968 -0.821 -0.208
C -1.949 -1.270 0.873
C -1.148 1.413 1.066
C -0.319 0.522 0.103
C 1.259 0.585 0.495
N 1.933 0.200 -0.869
C 3.407 0.065 -0.778
H -1.565 -1.769 -1.818
H -2.750 -0.487 -1.520
H -0.944 -0.210 -2.019
H -2.117 -2.296 0.666
H -2.975 -0.806 0.974
H -1.397 -1.222 1.794
H -2.174 1.484 0.651
H -1.219 0.936 2.055
H -0.639 2.373 1.156
H -0.322 1.159 -0.802
H 1.370 -0.024 1.370
H 1.408 1.621 0.744
H 1.439 -0.586 -0.040
H 3.634 -0.694 -0.070
H 4.015 0.978 -0.692
H 3.690 -0.395 -1.719

## Properties
orbital gap	9.7	eV
multiplicity	1
LUMO energy	1.00	eV
relative energy (zero: lowest compared OMol25 entry of this formula, charge and spin)	127.7	kcal/mol

Atomic partial charges in e from the Löwdin method, atoms 1 to 5:
1. C -0.168
2. N -0.211
3. C -0.091
4. C -0.077
5. C -0.338

---

# 3
Computed, not measured: C5H7CoO3 as an isolated structure in a non-equilibrium geometry, with the ωB97M-V functional and the def2-TZVPD basis.

Element x y z (Å)
O -0.778 1.147 -0.943
C -2.016 1.288 -0.514
O -2.765 0.302 -0.254
Co -4.014 1.584 0.224
O -2.444 2.464 -0.342
C -0.227 -0.117 -1.090
H -0.937 -0.937 -0.995
H 1.377 -1.218 -1.847
C 1.021 -0.229 -1.559
H 1.630 0.648 -1.779
C 0.886 -0.894 1.714
C 2.136 -0.732 1.246
H 0.346 -0.074 2.197
H 2.646 0.232 1.319
H 0.413 -1.880 1.731
H 2.724 -1.583 0.894

## Properties
orbital gap (spin up / spin down)	5.3 / 4.9	eV
multiplicity	4
LUMO energy (spin up / spin down)	-6.75 / -7.15	eV
<S²>	3.756
relative energy (zero: lowest compared OMol25 entry of this formula, charge and spin)	0.0	kcal/mol
total charge	+1

Atomic partial charges in e from the Löwdin method, atoms 1 to 5:
1. O 0.117
2. C -0.677
3. O 0.007
4. Co 1.250
5. O 0.042

---

# 4
Computed, not measured: one molecule with the formula C6H5NOS2, with the ωB97M-V functional and the def2-TZVPD basis.

Element x y z (Å)
C -0.890 1.814 0.257
C -0.171 1.961 -0.918
C -0.932 0.594 0.910
C 0.514 0.886 -1.458
C -0.255 -0.491 0.373
C 0.463 -0.335 -0.813
N -0.229 -1.755 0.929
O 1.964 -3.072 1.206
S 1.279 -1.783 -1.400
S 0.816 -2.980 0.337
H -1.421 2.655 0.675
H -0.141 2.916 -1.418
H -1.487 0.476 1.828
H 1.081 0.985 -2.370
H -0.591 -1.870 1.862

## Properties
orbital gap	8.8	eV
multiplicity	1
LUMO energy	0.36	eV
relative energy (zero: lowest compared OMol25 entry of this formula, charge and spin)	0.0	kcal/mol

Atomic partial charges in e from the Löwdin method, atoms 1 to 5:
1. C -0.090
2. C -0.097
3. C -0.029
4. C -0.104
5. C -0.358